1.
{
  "formula": "C3H7NO2",
  "method": "ωB97M-V with the def2-TZVPD basis set",
  "species": ["N", "C", "O", "C", "C", "O", "H", "H", "H", "H", "H", "H", "H"],
  "coordinates": [[-0.3622, -1.3291, 1.8199], [-0.7415, -0.6814, 0.6522], [-1.8604, -0.8550, 0.2287], [0.3555, 0.1946, 0.0856], [-0.0957, 0.8116, -1.2618], [0.6226, 2.0322, -1.5360], [-0.7850, -2.2162, 2.0136], [0.5707, -1.1801, 2.1594], [0.6800, 0.9599, 0.7906], [1.1786, -0.4904, -0.1326], [0.0809, 0.0525, -2.0233], [-1.1494, 1.0417, -1.1538], [1.5060, 1.6599, -1.6425]],
  "atomic_forces_ev_per_a": [[0.4, 0.5, -0.5], [0.0, -0.7, 1.7], [0.2, 0.3, -0.8], [-0.5, -0.1, -1.3], [0.1, 0.4, 1.3], [0.0, -1.4, 0.0], [-0.3, 0.0, 0.2], [0.1, -0.2, 0.0], [-0.1, 0.0, 0.0], [0.3, 0.1, 0.3], [-0.3, 0.2, -0.3], [-0.1, 0.1, -0.4], [0.3, 0.8, -0.2]],
  "lowdin_charge": [0.135, -0.537, 0.069, -0.105, -0.237, -0.070, 0.098, 0.087, 0.128, 0.119, 0.121, 0.114, 0.077],
  "relative_energy_ev": 0.9203,
  "total_charge": 0,
  "homo_lumo_gap_ha": 0.3941,
  "smiles": "NC(=O)CCO"
}

---

2.
{
  "formula": "C3H3N3O2",
  "method": "ωB97M-V with the def2-TZVPD basis set",
  "species": ["C", "C", "C", "H", "H", "H", "N", "N", "N", "O", "O"],
  "coordinates": [[-2.1251, 0.2514, 0.2554], [0.2210, -0.4946, -0.1697], [2.0554, 0.7889, -0.0009], [-1.5119, 1.2040, 1.0348], [-1.3983, -1.6273, -0.7885], [2.6481, 1.6429, -0.3053], [-1.0451, -0.7436, -0.3141], [0.6093, 0.7566, -0.2960], [2.4468, -0.4446, 0.2505], [-3.2332, -0.0704, 0.1130], [1.3330, -1.2632, 0.2209]],
  "atomic_forces_ev_per_a": [[4.6, -0.4, 1.6], [5.6, 4.0, 0.6], [-4.2, -3.3, -1.1], [-1.9, -2.8, -2.7], [0.5, 1.7, 1.2], [0.2, -0.2, 0.7], [-4.6, -1.7, 0.1], [2.4, 0.6, 0.3], [0.4, 1.5, -0.2], [-1.2, 0.7, -0.1], [-1.8, -0.1, -0.4]],
  "lowdin_charge": [-0.235, -0.470, -0.112, 0.228, 0.182, 0.107, 0.095, 0.094, 0.037, 0.086, -0.012],
  "relative_energy_ev": 4.4504,
  "total_charge": 0,
  "homo_lumo_gap_ha": 0.3825
}

---

3.
{
  "formula": "C52H84BN12O8",
  "method": "ωB97M-V with the def2-TZVPD basis set",
  "species": ["O", "C", "O", "B", "O", "C", "O", "O", "C", "O", "C", "O", "O", "C", "C", "C", "C", "N", "H", "H", "H", "H", "H", "H", "H", "C", "C", "C", "C", "N", "H", "H", "H", "H", "H", "H", "H", "C", "C", "C", "C", "N", "H", "H", "H", "H", "H", "H", "H", "C", "C", "C", "C", "N", "H", "H", "H", "H", "H", "H", "H", "C", "C", "C", "C", "N", "H", "H", "H", "H", "H", "H", "H", "C", "C", "C", "C", "N", "H", "H", "H", "H", "H", "H", "H", "C", "C", "C", "C", "N", "H", "H", "H", "H", "H", "H", "H", "C", "C", "C", "C", "N", "H", "H", "H", "H", "H", "H", "H", "C", "C", "C", "C", "N", "H", "H", "H", "H", "H", "H", "H", "C", "C", "C", "C", "N", "H", "H", "H", "H", "H", "H", "H", "C", "C", "C", "C", "N", "H", "H", "H", "H", "H", "H", "H", "C", "C", "C", "C", "N", "H", "H", "H", "H", "H", "H", "H"],
  "coordinates": [[-3.4497, 0.6512, -0.1658], [-2.2725, 0.6155, -0.3515], [-1.4945, -0.4582, -0.2983], [-0.0900, -0.0161, -0.4588], [-0.1277, 1.4487, -0.4814], [-1.3718, 1.8774, -0.3765], [-1.7408, 3.0090, -0.4540], [0.5603, -0.5329, -1.6707], [1.6391, -1.2346, -1.3492], [2.3817, -1.7739, -2.1082], [1.7650, -1.1964, 0.1772], [0.7910, -0.4537, 0.6565], [2.6376, -1.6999, 0.8215], [0.7782, -2.8450, 3.5197], [0.1802, -2.8183, 4.9256], [-1.3353, -2.9127, 5.0000], [-1.9237, -4.1416, 4.4450], [-2.3523, -5.0868, 3.9554], [1.8491, -2.6529, 3.5328], [0.3505, -2.0920, 2.8556], [0.5990, -3.8244, 3.0713], [0.4627, -1.8500, 5.3561], [0.6812, -3.5087, 5.6054], [-1.8259, -2.0692, 4.5072], [-1.6805, -2.8292, 6.0342], [2.0291, 2.5782, 3.7087], [0.7629, 2.2093, 2.9312], [-0.0474, 3.4557, 2.5600], [0.6052, 4.4456, 1.7041], [1.0897, 5.2181, 1.0072], [1.7495, 3.3429, 4.4385], [2.7643, 3.0622, 3.0646], [2.4780, 1.7437, 4.2395], [0.0998, 1.6277, 3.5778], [0.9020, 1.6234, 2.0250], [-0.4260, 4.0177, 3.4221], [-1.0007, 3.2172, 2.0758], [-6.5355, 0.8912, -4.0946], [-5.6986, 0.9247, -2.8197], [-6.4690, 0.4323, -1.5947], [-7.6869, 1.1903, -1.2941], [-8.6123, 1.8068, -1.0129], [-7.4418, 1.4891, -3.9773], [-6.9454, -0.1198, -4.1898], [-5.9689, 1.1868, -4.9717], [-5.2616, 1.9130, -2.6353], [-4.7708, 0.3505, -2.8911], [-5.8095, 0.4767, -0.7260], [-6.7572, -0.6180, -1.6821], [3.5689, -0.7198, 5.6531], [4.3849, -1.5337, 4.6668], [4.6626, -0.7471, 3.3696], [5.2173, 0.5865, 3.5621], [5.6287, 1.6495, 3.6892], [3.9916, 0.2572, 5.8852], [3.3925, -1.2754, 6.5754], [2.5746, -0.5215, 5.2391], [3.8709, -2.4583, 4.4046], [5.3714, -1.8605, 5.0042], [3.7462, -0.6262, 2.7815], [5.3553, -1.2664, 2.7026], [4.4238, 1.7747, -0.0641], [3.2192, 2.5914, -0.5563], [2.9469, 2.3405, -2.0487], [4.1137, 2.3895, -2.9354], [4.9999, 2.4489, -3.6583], [4.4289, 1.7998, 1.0282], [5.3760, 2.1943, -0.3842], [4.3413, 0.7308, -0.3733], [3.3538, 3.6567, -0.3851], [2.3227, 2.2311, -0.0523], [2.3346, 3.1664, -2.4258], [2.4051, 1.4078, -2.2027], [-3.3759, 0.7706, 2.9332], [-4.2316, 1.1615, 4.1275], [-4.5788, -0.0151, 5.0549], [-5.2432, 0.3885, 6.2982], [-5.7449, 0.7006, 7.2817], [-3.1943, 1.6829, 2.3656], [-3.8503, 0.0244, 2.2994], [-2.3961, 0.3765, 3.2210], [-5.1633, 1.5685, 3.7263], [-3.8084, 1.9676, 4.7294], [-3.7501, -0.6941, 5.2625], [-5.2617, -0.6659, 4.4973], [-1.2003, 2.2783, -4.1597], [-2.2711, 1.2159, -3.9471], [-1.7151, -0.1999, -4.1765], [-1.3820, -0.5610, -5.5564], [-1.1372, -0.9099, -6.6217], [-1.5631, 3.2638, -3.8749], [-0.8559, 2.3105, -5.1963], [-0.3139, 1.9761, -3.5946], [-3.1579, 1.3391, -4.5712], [-2.6114, 1.2648, -2.9106], [-2.4597, -0.9160, -3.8219], [-0.7783, -0.3468, -3.6336], [-6.0437, 5.0989, 1.8411], [-6.1334, 3.7786, 1.0794], [-4.8933, 3.4041, 0.2848], [-4.5645, 4.4299, -0.7082], [-4.3293, 5.2202, -1.5041], [-5.1128, 5.1445, 2.4081], [-6.9284, 5.1919, 2.4687], [-6.0359, 5.9583, 1.1655], [-7.0521, 3.6932, 0.4994], [-6.2488, 3.0217, 1.8672], [-5.0920, 2.5007, -0.2947], [-4.0234, 3.1331, 0.8775], [2.6182, -5.1694, 0.8427], [1.8712, -6.3920, 0.3268], [2.8173, -7.5961, 0.1743], [3.2560, -8.1764, 1.4354], [3.6059, -8.6326, 2.4293], [1.9704, -4.3828, 1.2350], [3.2008, -4.7080, 0.0435], [3.2776, -5.3834, 1.6885], [1.5006, -6.1848, -0.6771], [1.0279, -6.6613, 0.9615], [3.7225, -7.2835, -0.3564], [2.3576, -8.3359, -0.4827], [-0.2628, -4.1472, -5.4310], [0.8482, -3.8785, -4.4302], [0.5784, -4.4970, -3.0545], [0.5685, -5.9594, -3.1553], [0.5597, -7.1058, -3.2271], [-0.2705, -5.1833, -5.7776], [-0.2968, -3.5177, -6.3171], [-1.2232, -4.0175, -4.9196], [1.0656, -2.8163, -4.2920], [1.8119, -4.2423, -4.7983], [-0.3639, -4.1967, -2.5939], [1.4026, -4.2279, -2.3899], [0.4574, 5.7688, -4.0083], [0.3013, 5.3598, -2.5347], [-1.0233, 5.7615, -1.9234], [-1.4623, 7.1546, -2.1000], [-1.7951, 8.2370, -2.2734], [-0.3103, 5.3362, -4.6530], [1.4120, 5.3872, -4.3832], [0.5176, 6.8493, -4.1293], [1.1856, 5.7999, -2.0689], [0.3724, 4.2778, -2.4127], [-1.1353, 5.4865, -0.8755], [-1.8213, 5.1912, -2.4134], [6.2236, -3.0586, -0.4803], [6.0270, -2.4487, -1.8631], [6.8876, -3.1748, -2.9223], [8.3125, -2.8405, -2.8604], [9.4297, -2.5924, -2.7978], [5.6412, -2.4611, 0.2284], [7.2603, -3.0625, -0.1497], [5.7727, -4.0503, -0.4472], [6.2592, -1.3904, -1.9869], [4.9848, -2.5651, -2.1638], [6.5557, -2.8615, -3.9179], [6.7144, -4.2512, -2.9048]],
  "atomic_forces_ev_per_a": [[-0.7, -0.3, -0.6], [0.4, 0.1, 1.6], [0.2, 0.3, -0.6], [0.4, 0.0, 0.4], [0.0, 0.2, 0.2], [0.2, -0.4, -1.5], [-0.2, 0.2, 0.5], [-0.2, -0.1, -0.1], [-0.2, 0.1, 0.0], [0.2, -0.2, -0.2], [0.5, 0.1, 0.4], [-0.7, -0.1, -0.2], [0.2, -0.2, 0.0], [-0.3, -0.5, 0.0], [0.8, 1.1, 0.0], [-0.6, -0.1, 0.3], [0.4, 0.2, -0.2], [-0.1, -0.1, 0.1], [0.0, -0.1, 0.1], [-0.2, 0.0, 0.1], [0.1, 0.0, -0.1], [-0.3, 0.1, 0.0], [-0.2, -0.5, -0.2], [0.2, 0.0, -0.3], [0.2, -0.1, 0.1], [-0.4, 0.4, -0.3], [-0.4, 0.4, 0.3], [-0.9, 0.5, 0.1], [0.1, -0.3, -0.2], [0.1, 0.0, 0.0], [0.1, -0.1, 0.2], [0.1, -0.2, 0.0], [0.1, -0.1, -0.1], [0.0, -0.1, 0.0], [0.4, -0.1, 0.1], [0.5, -0.2, 0.3], [0.2, -0.3, -0.3], [-0.3, -0.5, 0.7], [0.4, 0.4, 0.0], [0.2, -0.1, 0.2], [0.4, 0.1, 0.0], [-0.2, 0.1, 0.0], [0.3, 0.4, -0.1], [0.3, -0.1, -0.4], [-0.1, 0.0, -0.1], [-0.5, 0.2, 0.1], [-0.3, -0.5, -0.2], [-0.1, 0.0, 0.1], [0.0, 0.0, -0.2], [-0.4, -0.2, 0.2], [0.7, 0.3, -0.7], [-0.4, -0.2, -0.5], [-0.1, 0.0, 0.2], [0.1, 0.2, 0.1], [0.3, -0.1, 0.1], [0.2, 0.1, 0.1], [0.0, 0.0, -0.1], [-0.1, 0.1, -0.1], [-0.2, 0.2, 0.6], [0.0, 0.0, 0.1], [-0.1, -0.2, 0.1], [-0.4, 0.4, 0.6], [0.6, -0.9, -0.5], [-0.1, 0.9, -0.3], [-0.2, -0.3, 0.4], [0.4, 0.0, -0.2], [0.1, -0.1, 0.0], [0.0, -0.1, -0.2], [0.1, 0.0, -0.1], [-0.1, 0.0, 0.2], [-0.1, 0.4, 0.2], [-0.4, -0.3, 0.1], [0.1, 0.0, -0.1], [0.4, 0.2, 0.4], [-0.3, 0.0, 0.3], [-0.6, -0.4, -0.7], [0.3, -0.2, -0.2], [0.0, 0.1, 0.0], [0.0, -0.2, -0.3], [-0.1, 0.1, -0.1], [0.0, 0.0, 0.1], [-0.1, 0.0, 0.2], [0.3, 0.0, -0.2], [0.3, 0.4, 0.3], [-0.2, 0.0, 0.2], [0.0, -0.4, -0.4], [0.4, -0.2, -0.2], [0.0, -0.1, 0.1], [-0.4, 0.2, 0.0], [0.1, 0.1, -0.1], [0.2, 0.0, 0.1], [-0.2, 0.1, -0.1], [-0.1, 0.4, 0.3], [0.1, 0.2, 0.0], [-0.1, 0.0, 0.0], [0.2, -0.2, 0.0], [-0.2, 0.0, 0.3], [-0.1, 0.2, -0.8], [-0.1, -0.3, 1.3], [-0.5, -0.1, -0.8], [0.3, -0.2, 0.3], [0.0, 0.2, -0.2], [-0.2, 0.0, 0.3], [0.2, 0.1, 0.3], [0.0, -0.1, 0.0], [0.2, 0.2, -0.3], [0.0, -0.2, -0.2], [0.0, 0.0, 0.1], [0.1, 0.4, 0.1], [-0.1, 0.5, 0.4], [0.5, 0.0, 0.0], [0.0, 0.3, -0.6], [-0.1, -0.2, 0.1], [0.0, 0.1, 0.0], [-0.2, -0.1, -0.3], [0.2, -0.1, 0.1], [0.1, -0.3, -0.2], [-0.2, 0.0, 0.1], [0.0, 0.0, 0.0], [0.0, 0.1, 0.0], [0.0, -0.3, 0.3], [-0.7, -0.3, 0.2], [0.4, 0.5, -0.3], [0.5, -0.4, -0.2], [-0.1, -0.1, 0.1], [0.1, 0.0, 0.0], [0.2, 0.0, 0.1], [0.3, 0.2, 0.1], [-0.1, 0.1, -0.1], [-0.5, 0.1, 0.1], [-0.1, -0.3, 0.0], [0.0, 0.2, -0.1], [-0.1, 0.1, 0.1], [0.3, -0.6, 0.0], [0.7, 0.5, -0.7], [-1.1, 0.0, 0.0], [0.7, -0.4, 0.1], [-0.1, 0.3, 0.0], [-0.2, 0.2, 0.0], [0.0, -0.1, 0.0], [-0.4, 0.0, 0.0], [-0.3, 0.0, 0.7], [0.1, 0.0, -0.1], [0.3, 0.1, 0.1], [0.1, -0.1, 0.0], [-0.7, 0.9, 0.2], [0.4, -0.6, -0.7], [-0.5, 0.4, -0.6], [-0.3, -0.5, 0.3], [0.2, 0.1, 0.0], [0.1, -0.1, 0.1], [0.1, -0.2, -0.1], [0.3, -0.2, 0.0], [0.0, 0.1, 0.6], [0.0, 0.0, 0.0], [0.0, 0.0, 0.0], [0.3, -0.1, 0.2]],
  "lowdin_charge": [0.130, -0.387, 0.244, -0.902, 0.217, -0.385, 0.154, 0.207, -0.386, 0.157, -0.391, 0.210, 0.138, -0.086, -0.251, -0.196, -0.227, 0.142, 0.052, 0.074, 0.069, 0.096, 0.115, 0.098, 0.118, -0.080, -0.229, -0.190, -0.214, 0.175, 0.080, 0.073, 0.045, 0.103, 0.084, 0.124, 0.094, -0.089, -0.267, -0.190, -0.231, 0.149, 0.073, 0.078, 0.069, 0.105, 0.088, 0.088, 0.124, -0.105, -0.239, -0.185, -0.255, 0.158, 0.071, 0.075, 0.057, 0.093, 0.111, 0.098, 0.116, -0.085, -0.225, -0.173, -0.233, 0.139, 0.047, 0.079, 0.071, 0.108, 0.083, 0.098, 0.105, -0.096, -0.246, -0.189, -0.229, 0.137, 0.053, 0.081, 0.072, 0.104, 0.113, 0.100, 0.125, -0.075, -0.234, -0.174, -0.221, 0.149, 0.065, 0.085, 0.076, 0.110, 0.082, 0.121, 0.100, -0.102, -0.255, -0.187, -0.215, 0.177, 0.076, 0.072, 0.073, 0.097, 0.097, 0.076, 0.090, -0.100, -0.235, -0.194, -0.241, 0.136, 0.044, 0.067, 0.079, 0.070, 0.115, 0.120, 0.117, -0.110, -0.254, -0.188, -0.251, 0.148, 0.072, 0.052, 0.074, 0.095, 0.116, 0.125, 0.098, -0.102, -0.267, -0.219, -0.237, 0.130, 0.067, 0.068, 0.072, 0.105, 0.077, 0.087, 0.083, -0.094, -0.247, -0.198, -0.240, 0.134, 0.057, 0.075, 0.067, 0.113, 0.091, 0.117, 0.116],
  "relative_energy_ev": 1.2589,
  "total_charge": -1,
  "homo_lumo_gap_ha": 0.3901
}